16
Properties=species:S:1:pos:R:3 method="wB97M-V/def2-TZVPD" homo_ev="-6.0 / -6.9" e_tot_ha=-402.93713 spin_multiplicity=2
O -0.12261 -0.63308 0.09624
O -1.54931 0.24169 1.59789
C -0.52291 0.35916 0.95806
O -0.74778 1.97467 -0.46084
C -0.74318 3.28919 -0.02350
C 0.87741 -1.55948 0.56198
C 0.95473 -2.74209 -0.37250
H 0.29766 3.60523 0.19493
H -1.16970 3.96966 -0.78311
H -1.37812 3.37805 0.87929
H 1.82805 -1.00712 0.57785
H 0.58572 -1.87511 1.57262
H 1.26278 -2.42305 -1.37864
H 1.73561 -3.42766 -0.01697
H 0.00190 -3.28672 -0.40469
Cs -1.31026 0.13667 -2.99860

16
Properties=species:S:1:pos:R:3 method="wB97M-V/def2-TZVPD" homo_ev="-18.4 / -18.9" total_charge=+2 e_tot_ha=-1092.54150 spin_multiplicity=8
C 0.43354 3.22211 -1.07807
C -0.86430 2.45425 -1.09610
O -0.61395 1.21323 -0.37725
H 0.39740 4.05257 -1.79393
H 0.65602 3.61645 -0.07835
H 1.23464 2.53295 -1.37277
H -1.19114 2.20556 -2.11320
H -1.66103 2.97243 -0.54958
Eu 1.21634 -0.33210 0.47134
O -0.71034 0.10072 -1.25633
O -0.71247 -1.67017 0.41431
C -1.84254 -1.58661 -0.08235
C -2.03206 -0.63993 -1.19739
H -2.88660 0.03243 -1.04319
H -2.68847 -2.16801 0.31311
H -2.06696 -1.18584 -2.15255

16
Properties=species:S:1:pos:R:3 method="wB97M-V/def2-TZVPD" homo_ev=-9.4 e_tot_ha=-466.42545
C -1.36148 -0.77993 0.40808
C -0.07139 -0.62576 -0.36925
C 1.17866 -0.93108 0.46313
C 0.16454 1.82866 -0.53245
H -1.31061 -1.69578 1.02436
H -1.47656 0.05394 1.14806
H 0.01411 -1.39124 -1.15454
H 1.09312 -1.90292 0.99278
H 1.34388 -0.14169 1.21650
H 0.25398 0.43850 -2.06523
H 0.27247 2.57801 -1.31627
H 0.03953 1.54417 1.45444
N -0.01826 0.60901 -1.09097
N 0.10978 2.22117 0.69083
F -2.44189 -0.75685 -0.44116
F 2.21012 -1.04821 -0.42831

16
Properties=species:S:1:pos:R:3 method="wB97M-V/def2-TZVPD" homo_ev=-9.2 e_tot_ha=-466.32624
C -0.83159 -0.87150 0.00523
C -0.01240 0.35022 -0.23027
C 1.50229 0.34730 -0.20988
C 2.51491 -0.45996 -0.14312
H -2.64506 0.08893 0.17072
H -2.78654 -1.38940 -0.08980
H -0.45531 -1.88079 -0.39968
H -0.78532 -0.93047 1.23783
H 0.04326 0.26850 -1.46068
H -0.46987 2.40202 -0.13960
H -0.71537 1.57611 1.37793
H 3.52526 -0.19195 0.02516
N -2.26908 -0.68842 -0.37163
N -0.84043 1.41149 0.26322
F 1.97172 1.71631 -0.18053
F 2.25352 -1.74839 0.14510

17
Properties=species:S:1:pos:R:3 method="wB97M-V/def2-TZVPD" homo_ev=-9.9 e_tot_ha=-541.49952
C -1.45212 0.43138 0.76665
C -0.66103 -1.54109 -0.45992
C 0.85872 0.44653 -0.31581
C -0.43186 -0.27885 -0.09562
N 4.31074 1.49805 0.64104
N 3.61739 0.88650 -0.06400
O 3.89915 -0.36548 -0.46069
F 1.51379 0.12835 -1.52240
F 5.61131 0.89837 1.03283
H -1.82022 1.26512 0.26777
H -1.29426 0.75448 1.80020
H -2.32095 -0.27860 0.79222
H -1.54271 -1.90543 -0.07041
H 3.50458 -0.60667 -1.30663
H -0.07233 -2.22645 -1.09502
H 1.48746 0.03418 0.45010
H 0.88909 1.54530 -0.27564

15
Properties=species:S:1:pos:R:3 method="wB97M-V/def2-TZVPD" homo_ev=-8.3 e_tot_ha=-755.04197
C -2.06370 0.72443 -0.12794
C -0.59981 0.46623 0.07258
C 1.90267 -0.69974 0.27928
C -0.17075 -0.95294 -0.09343
F -0.54431 -1.78978 0.84493
F -0.49043 -1.54271 -1.26089
S 2.87674 0.17426 -0.82062
H -2.27716 1.70307 -0.27076
H -2.59273 0.40820 0.77673
H -2.44033 0.06207 -0.93598
H -0.02864 0.95970 -0.71684
H -0.20596 0.83895 0.99840
H 2.16870 -1.64444 0.51253
H 1.91846 -0.04003 1.14112
H 2.54724 1.33272 -0.39910

29
Properties=species:S:1:pos:R:3 method="wB97M-V/def2-TZVPD" homo_ev=-14.0 total_charge=+1 e_tot_ha=-2326.68323
Tl 8.38014 14.44660 20.19368
C 9.74289 13.76127 25.37898
F 10.66481 14.55761 25.84276
F 10.21440 12.86372 24.53203
F 9.15402 13.07138 26.33935
S 8.35870 14.74906 24.39742
O 8.66241 16.16608 24.61162
O 8.57237 14.39925 23.00484
O 7.08221 14.27985 24.91969
C 6.94809 19.26481 22.08788
F 6.40717 19.03163 20.89873
F 7.22383 20.54981 22.20391
F 6.13635 18.90316 23.04655
S 8.63202 18.29187 22.13736
O 8.35756 17.05993 21.44459
O 9.71989 19.05692 21.55985
O 8.86078 18.07904 23.58914
C 9.47377 10.83693 19.11788
O 8.35237 11.70679 19.14648
H 10.38561 11.39971 19.31272
H 9.36868 10.02826 19.84527
H 9.57764 10.35183 18.14489
H 7.67830 11.31937 18.58049
C 6.34653 16.86569 17.79614
O 6.24780 16.06945 18.99034
H 5.88574 16.32136 16.97127
H 5.78994 17.78882 17.96187
H 7.37631 17.11300 17.55349
H 5.31300 16.00122 19.20528

30
Properties=species:S:1:pos:R:3 method="wB97M-V/def2-TZVPD" homo_ev=-6.5 total_charge=-1 e_tot_ha=-2458.96263
Mg -0.55107 -1.41441 -0.52983
C 1.15836 0.78223 2.72738
F 2.21450 1.43552 3.15481
F 0.71009 -0.17363 3.61292
F 0.15903 1.58825 2.42873
S 1.68760 -0.09255 1.02347
O 2.94390 0.49311 0.44129
O 1.77860 -1.49735 1.30352
N 0.35061 0.19837 -0.13174
S 0.60715 1.57594 -0.84646
O 1.27363 2.55462 -0.02141
O 1.18130 1.38821 -2.15291
C -1.21211 2.43959 -1.09057
F -1.77766 2.53003 0.10785
F -1.05299 3.68814 -1.62122
F -1.94816 1.66945 -1.90408
F -1.69550 -1.33824 -2.08422
F -0.73401 -3.13699 0.36353
C -2.43815 -0.05375 1.94515
O -2.27263 -0.69574 0.71512
H -2.25883 1.02019 1.89436
H -3.36866 -0.25079 2.47754
H -1.61466 -0.40723 2.56563
H -3.11582 -0.48807 0.30587
C 1.74133 -1.68344 -2.69860
O 1.00643 -2.29852 -1.63816
H 1.11969 -0.94405 -3.20353
H 2.65464 -1.23241 -2.31061
H 2.03666 -2.50428 -3.35212
H 1.41673 -3.15222 -1.48173

Quick rundown of energy above the lowest of the compared OMol25 structures with the same formula, charge and spin, same order as above: 56.8; 262.7; 23.2; 283.7; 493.1; 205.2; 0.0; 101.2 kJ/mol